82
Properties=species:S:1:pos:R:3:forces:R:3:lowdin_charge:R:1 method="wB97M-V/def2-TZVPD" molar_mass_g_mol=1144.71 e_homo_ev=-11.771 total_charge=+1
O 1.382 0.946 0.190 0.4 0.5 -0.7 -0.233
S 0.571 0.218 -0.703 -0.6 -1.0 2.2 0.590
O -0.045 -0.967 -0.278 -0.2 -0.1 -0.7 -0.167
F 1.253 -0.026 -2.044 0.1 0.3 -0.4 -0.109
N -0.725 1.319 -1.207 1.2 -0.1 -0.5 -0.156
N -1.915 0.809 -0.950 -0.2 0.0 0.0 0.092
C -2.954 1.538 -1.272 -0.3 0.4 -0.3 -0.320
P -4.618 0.713 -0.909 0.0 -1.6 1.5 0.805
O -5.035 0.212 -2.381 0.5 0.6 -0.4 -0.303
O -5.566 1.988 -0.637 0.3 0.3 -0.8 -0.266
C -2.780 2.814 -1.835 -0.2 0.4 -0.3 0.039
C -1.534 3.317 -2.097 -0.1 -0.6 0.3 -0.058
C -0.439 2.503 -1.771 -0.3 0.5 -0.1 -0.654
I 1.462 3.221 -2.194 -0.2 -0.1 0.1 1.169
H -4.242 -0.184 -2.822 -0.7 0.0 0.0 -0.082
H -6.092 1.771 0.143 -0.1 0.2 0.2 0.004
H -3.664 3.389 -2.074 -0.1 0.1 0.0 0.136
H -1.381 4.289 -2.531 0.1 0.1 -0.1 0.115
Cl 4.775 3.070 1.779 0.0 0.0 0.0 0.563
C 4.596 1.498 0.959 -0.1 -0.1 0.0 -0.685
C 5.853 0.671 1.022 0.0 -0.1 0.0 -0.661
Cl 7.161 1.373 0.039 0.0 0.0 0.0 0.551
H 4.299 1.690 -0.069 0.1 0.0 0.0 0.050
H 3.784 0.973 1.460 0.0 0.0 0.1 0.060
H 5.656 -0.324 0.626 0.0 0.0 0.0 0.072
H 6.212 0.571 2.042 0.0 0.1 0.0 0.073
Cl -5.170 1.240 2.584 0.1 -0.1 0.0 0.554
C -5.571 2.019 4.143 -0.1 0.0 0.1 -0.633
C -5.707 3.512 4.012 -0.1 0.1 0.1 -0.644
Cl -4.142 4.299 3.666 0.0 0.0 -0.1 0.551
H -4.797 1.747 4.855 0.1 0.0 -0.1 0.073
H -6.514 1.591 4.478 0.0 0.0 -0.1 0.079
H -6.073 3.930 4.948 0.0 0.0 0.0 0.080
H -6.399 3.785 3.220 0.0 0.0 0.0 0.070
Cl -2.515 -0.905 -3.541 0.5 -0.1 -0.2 0.651
C -2.926 -2.369 -4.501 -0.2 -0.3 -0.3 -0.572
C -1.855 -3.414 -4.389 0.2 -0.1 0.1 -0.701
Cl -0.344 -2.930 -5.198 0.0 0.2 -0.1 0.546
H -3.089 -2.053 -5.527 0.1 0.1 0.0 0.081
H -3.863 -2.753 -4.102 0.0 0.0 0.1 0.077
H -2.195 -4.331 -4.869 -0.1 0.0 0.0 0.086
H -1.625 -3.633 -3.351 0.1 0.0 -0.1 -0.046
Cl -3.016 -7.486 -2.916 0.0 0.0 0.0 0.551
C -4.121 -6.933 -1.633 0.0 -0.1 0.0 -0.657
C -4.422 -5.464 -1.757 -0.2 0.0 0.0 -0.636
Cl -2.985 -4.464 -1.398 -0.1 0.0 0.1 0.581
H -3.668 -7.168 -0.674 0.1 0.0 0.0 0.072
H -5.042 -7.505 -1.732 0.0 0.0 0.0 0.077
H -5.194 -5.178 -1.045 0.0 0.0 0.1 0.075
H -4.766 -5.215 -2.758 0.1 0.0 0.0 0.065
Cl 5.191 9.472 2.348 0.0 0.0 0.0 0.540
C 6.060 7.917 2.392 0.1 0.0 -0.1 -0.667
C 5.154 6.773 2.765 0.0 -0.1 0.0 -0.687
Cl 4.613 6.863 4.460 0.0 0.0 0.0 0.541
H 6.885 8.013 3.092 0.0 0.0 0.1 0.070
H 6.467 7.752 1.396 0.0 0.0 0.0 0.072
H 5.689 5.831 2.653 0.1 0.0 0.0 0.042
H 4.269 6.745 2.134 0.0 0.1 0.0 0.063
Cl 3.674 -6.408 -2.183 0.0 0.0 0.0 0.562
C 3.415 -4.694 -2.585 0.1 0.0 0.0 -0.660
C 2.286 -4.094 -1.787 0.0 0.1 0.0 -0.654
Cl 0.706 -4.765 -2.261 0.0 -0.1 0.1 0.570
H 3.228 -4.624 -3.653 -0.1 0.0 0.0 0.070
H 4.342 -4.169 -2.361 0.0 0.0 0.0 0.073
H 2.242 -3.020 -1.965 0.0 0.0 -0.1 0.057
H 2.416 -4.264 -0.722 0.0 -0.1 0.0 0.070
Cl 7.555 -11.501 -1.398 0.0 0.0 0.0 0.542
C 7.303 -9.785 -1.800 0.1 0.0 0.0 -0.670
C 6.180 -9.173 -1.002 0.0 0.1 0.0 -0.671
Cl 4.590 -9.828 -1.468 0.0 0.0 0.0 0.527
H 7.114 -9.715 -2.867 0.0 0.0 0.0 0.068
H 8.233 -9.266 -1.577 0.0 0.0 0.0 0.072
H 6.145 -8.100 -1.182 0.0 0.0 -0.1 0.048
H 6.313 -9.341 0.063 0.0 -0.1 0.0 0.069
Cl -5.187 8.063 6.854 0.0 0.0 0.0 0.542
C -4.353 7.727 5.316 0.0 -0.1 0.0 -0.687
C -3.064 8.496 5.186 0.1 0.0 0.0 -0.670
Cl -3.340 10.246 4.998 0.0 0.0 0.0 0.544
H -5.039 7.962 4.506 0.0 0.1 0.0 0.067
H -4.147 6.659 5.294 0.1 0.0 0.0 0.020
H -2.529 8.163 4.298 0.0 0.0 0.0 0.069
H -2.425 8.348 6.052 0.0 0.0 0.0 0.069


65
Properties=species:S:1:pos:R:3:forces:R:3:lowdin_charge:R:1 method="wB97M-V/def2-TZVPD" molar_mass_g_mol=745.25 e_homo_ev=-11.251 total_charge=+1
C -2.390 -4.755 0.510 -0.1 0.5 0.1 -0.093
C -2.873 -3.494 -0.203 0.0 0.1 0.4 -0.244
C -1.947 -2.296 0.015 -0.4 -0.3 0.2 -0.248
N -0.538 -2.650 -0.123 0.1 0.7 -0.7 -0.004
C 0.389 -1.548 -0.016 -0.2 -0.7 0.9 -0.209
C 0.222 -0.772 1.336 0.1 0.4 0.2 -0.305
O 1.474 -0.546 1.931 -0.1 0.2 -0.3 -0.100
C 1.948 -1.650 2.679 0.5 -0.2 0.4 -0.257
C 3.310 -1.301 3.237 -0.3 0.4 -0.1 -0.051
N -0.509 0.464 1.247 -0.2 -0.6 -0.3 0.092
C 0.006 1.405 0.250 0.5 0.2 0.5 -0.381
C 0.933 2.453 0.935 -0.4 -0.2 -0.1 -0.183
C 0.305 3.615 1.678 0.7 0.5 -0.1 -0.765
C 1.385 4.651 2.008 -0.5 0.0 -0.1 -0.170
I -0.621 3.059 3.532 -0.2 0.0 0.0 0.883
C -1.137 2.085 -0.478 -0.6 -0.1 0.4 -0.231
C -2.333 2.391 0.197 0.4 -0.1 -0.5 -0.021
C -3.338 3.044 -0.499 0.2 -0.1 -0.1 -0.030
C -3.122 3.376 -1.828 0.6 -0.2 -0.1 -0.031
C -1.899 3.026 -2.405 -0.6 0.2 0.1 -0.115
N -0.927 2.383 -1.757 -0.2 0.3 0.2 0.090
C 0.937 0.685 -0.716 0.2 0.3 -0.1 -0.098
N 0.352 -0.620 -1.201 0.3 0.7 -0.1 -0.024
C 1.144 -1.059 -2.407 -0.3 -0.2 -0.7 -0.702
I 0.737 0.257 -4.075 0.1 0.0 0.2 0.978
C 1.037 -2.495 -2.914 0.1 -0.1 0.3 -0.830
C 1.701 -3.573 -2.042 -0.7 -0.1 -0.3 -0.137
I -0.931 -3.043 -3.566 0.0 0.0 0.1 0.922
H -1.612 -5.279 -0.034 0.1 -0.1 -0.1 0.071
H -3.233 -5.412 0.689 0.0 -0.3 -0.1 0.078
H -2.008 -4.480 1.495 0.1 -0.1 0.2 0.076
H -3.072 -3.659 -1.254 0.2 -0.2 -0.2 0.066
H -3.825 -3.218 0.247 -0.2 0.1 -0.1 0.111
H -2.223 -1.516 -0.696 0.1 0.1 -0.2 0.106
H -2.193 -1.915 1.014 0.2 0.2 0.1 0.114
H -0.275 -3.308 0.598 0.0 -0.3 -0.1 0.121
H 1.394 -1.959 -0.005 0.1 0.0 -0.1 0.139
H -0.355 -1.421 1.994 -0.1 -0.2 0.0 0.153
H 1.267 -1.857 3.507 -0.3 -0.1 0.0 0.130
H 2.038 -2.554 2.066 -0.2 0.0 -0.2 0.119
H 3.203 -0.499 3.962 0.1 0.1 0.1 0.085
H 3.948 -0.939 2.437 0.2 -0.1 -0.1 0.081
H 3.756 -2.158 3.728 0.1 -0.1 0.0 0.084
H -1.475 0.210 1.081 -0.1 0.3 0.0 0.106
H 1.593 1.927 1.620 0.1 -0.2 0.0 0.117
H 1.562 2.871 0.143 0.0 0.2 0.0 0.118
H -0.446 4.127 1.088 -0.3 -0.2 0.0 0.073
H 1.880 4.956 1.088 0.2 -0.1 -0.1 0.071
H 2.091 4.259 2.731 0.2 0.0 0.0 0.070
H 0.908 5.539 2.410 0.1 0.1 0.2 0.072
H -2.453 2.150 1.240 0.0 0.0 0.2 0.071
H -4.264 3.287 -0.001 -0.1 0.1 0.0 0.118
H -3.858 3.893 -2.420 -0.1 0.1 0.0 0.111
H -1.713 3.276 -3.439 0.1 0.0 -0.1 0.111
H 1.152 1.324 -1.563 -0.2 0.0 -0.2 0.064
H 1.883 0.457 -0.234 0.0 -0.2 0.2 0.148
H -0.604 -0.391 -1.494 -0.1 -0.4 0.0 0.142
H 2.186 -0.865 -2.176 0.1 0.0 0.2 0.102
H 1.567 -2.478 -3.856 0.1 0.2 -0.1 0.035
H 2.187 -4.286 -2.698 0.3 -0.1 0.0 0.085
H 0.947 -4.126 -1.494 0.0 0.0 0.3 0.046
H 2.420 -3.140 -1.354 0.3 0.0 0.0 0.076
O 1.501 5.004 -1.677 0.0 -0.2 0.1 -0.046
H 1.974 4.777 -2.484 0.0 0.1 0.0 0.043
H 0.838 4.311 -1.586 -0.1 0.0 -0.1 -0.002


64
Properties=species:S:1:pos:R:3:forces:R:3:lowdin_charge:R:1 method="wB97M-V/def2-TZVPD" molar_mass_g_mol=546.45 e_homo_ev=-9.117 total_charge=0
O 1.821 2.403 -5.031 0.1 -0.3 0.9 0.099
C 2.170 2.036 -3.923 0.0 0.2 -0.9 -0.327
C 1.116 1.408 -2.992 0.3 0.2 0.8 -0.164
O 0.273 0.431 -3.604 -0.2 -0.8 -0.2 -0.299
S 1.114 -0.638 -4.533 0.1 0.8 -0.3 0.853
O 0.700 -0.375 -5.875 -0.2 -0.1 -0.4 -0.373
O 0.360 -2.112 -4.157 1.5 0.4 -0.1 -0.616
P 1.397 -3.421 -4.418 -1.2 -0.8 1.3 0.423
O 2.833 -2.874 -3.833 -0.4 0.1 -0.6 -0.409
I 1.797 -3.713 -6.825 0.2 0.4 -0.2 0.394
C 3.596 2.247 -3.480 -1.2 -0.2 0.0 -0.150
C 4.152 1.652 -2.368 -0.5 -0.3 0.2 -0.024
C 5.455 1.953 -2.049 0.5 -0.5 1.1 -0.084
C 6.186 2.829 -2.802 1.0 0.6 -0.5 -0.082
C 5.643 3.414 -3.934 0.2 0.1 0.2 -0.063
C 4.348 3.111 -4.248 -0.3 0.6 -1.1 -0.026
H 0.454 2.226 -2.689 0.0 -0.1 -0.2 0.146
H 1.536 1.020 -2.056 0.1 -0.1 -0.3 0.094
H 3.570 -3.215 -4.359 0.1 0.1 0.0 0.040
H 3.571 0.966 -1.761 0.2 0.0 0.0 0.103
H 5.931 1.525 -1.173 -0.2 -0.1 -0.1 0.111
H 7.207 3.079 -2.533 -0.1 -0.1 0.1 0.110
H 6.207 4.115 -4.536 0.0 -0.1 0.0 0.111
H 3.888 3.555 -5.124 0.0 -0.1 0.1 0.125
C 1.816 -1.890 -0.889 0.0 -0.1 0.2 -0.108
C 0.708 -2.365 0.045 -0.1 0.1 -0.1 -0.249
C -0.115 -1.223 0.637 -0.1 0.0 0.1 -0.225
C 0.668 -0.246 1.516 0.1 0.0 -0.1 -0.226
C 1.387 -0.879 2.708 -0.1 0.1 0.0 -0.267
C 0.435 -1.540 3.699 0.1 0.0 0.0 -0.107
H 2.548 -1.273 -0.364 0.0 0.0 0.0 0.070
H 2.345 -2.742 -1.313 0.1 0.1 0.0 0.060
H 1.401 -1.307 -1.713 0.0 0.0 0.0 0.040
H 1.137 -2.981 0.840 0.0 0.0 0.0 0.102
H 0.035 -3.018 -0.518 0.0 0.0 0.0 0.108
H -0.945 -1.646 1.212 0.0 0.0 0.0 0.094
H -0.577 -0.657 -0.180 0.0 0.0 0.0 0.110
H -0.024 0.518 1.886 0.0 0.0 0.0 0.105
H 1.404 0.287 0.905 0.0 0.0 0.0 0.094
H 1.947 -0.098 3.228 0.0 0.0 0.0 0.105
H 2.126 -1.609 2.366 0.0 0.0 0.0 0.098
H -0.286 -0.814 4.082 0.0 0.0 0.0 0.067
H 0.990 -1.941 4.548 -0.1 0.0 0.0 0.070
H -0.113 -2.366 3.244 0.0 0.0 0.0 0.067
C -5.383 1.798 4.900 -0.1 -0.1 0.0 -0.112
C -4.780 0.411 4.700 0.0 0.1 0.1 -0.270
C -3.606 0.394 3.723 0.1 -0.1 0.0 -0.235
C -3.941 0.818 2.293 -0.1 0.1 0.0 -0.228
C -5.035 -0.004 1.613 0.1 -0.1 -0.1 -0.266
C -4.670 -1.476 1.449 -0.2 0.0 0.0 -0.108
H -5.798 2.195 3.972 0.0 0.0 0.0 0.065
H -6.189 1.761 5.634 0.0 0.1 0.0 0.068
H -4.629 2.499 5.266 0.0 0.0 0.0 0.074
H -5.559 -0.284 4.374 0.0 0.0 0.0 0.099
H -4.428 0.042 5.668 0.0 0.0 0.0 0.104
H -3.171 -0.611 3.712 0.0 0.0 0.0 0.095
H -2.819 1.055 4.102 0.0 0.0 0.0 0.108
H -3.028 0.759 1.691 0.0 0.0 0.0 0.101
H -4.237 1.871 2.285 0.0 0.0 0.0 0.102
H -5.221 0.421 0.622 0.0 0.0 0.0 0.105
H -5.975 0.081 2.164 0.0 0.0 0.0 0.098
H -3.754 -1.587 0.863 0.0 0.0 0.0 0.066
H -5.465 -2.009 0.925 0.0 0.0 0.0 0.070
H -4.526 -1.968 2.412 0.0 0.0 0.0 0.066


no.,LUMO energy (eV)
1,-5.34
2,-2.96
3,-0.18